Formula: C5H6NaO4
Source: the Open Molecules 2025 dataset
Level of theory: the ωB97M-V functional and the def2-TZVPD basis

Structure (ORCA input):
```
! RIJCOSX wB97M-V def2-TZVPD def2/J DEFGRID3
* xyz 0 2
C 1.516 -2.081 -1.295
H 2.118 -1.601 -2.075
H 1.567 -3.172 -1.233
C 0.898 -1.363 -0.366
H 0.493 -1.800 0.552
H 0.718 0.666 -1.651
C 0.980 0.591 -0.568
C -0.147 0.953 0.261
O -1.393 0.607 -0.251
C -2.381 0.270 0.561
O -2.275 -0.126 1.698
O -3.523 0.346 -0.115
O 2.152 1.129 -0.220
H -0.114 1.135 1.336
H -4.004 -0.485 -0.009
Na 3.001 -0.325 1.147
*
```

Frontier orbital gap (alpha / beta)   5.9 / 6.9 eV
Lowest unoccupied orbital energy (alpha / beta)   -0.92 / -0.93 eV
HOMO level (alpha / beta)   -6.85 / -7.78 eV
ΔE to the lowest compared entry with this formula, charge and spin   2.2589 eV
Max |F|   2.34 eV/A
DFT total energy   -657.26675 Eh

=====

Formula: C5H6O
Source: the Open Molecules 2025 dataset
Level of theory: the ωB97M-V functional and the def2-TZVPD basis

Structure (ORCA input):
```
! RIJCOSX wB97M-V def2-TZVPD def2/J DEFGRID3
* xyz 0 1
C -1.111 0.084 1.992
C -0.250 -0.064 0.847
C 0.695 -0.076 0.104
C 1.418 -0.125 -1.140
C 0.052 0.020 -2.020
O -0.396 1.029 -2.497
H -0.471 0.542 2.750
H -1.461 -0.889 2.338
H -1.954 0.743 1.776
H 1.986 -1.074 -1.148
H 2.180 0.673 -1.167
H -0.608 -0.875 -1.999
*
```

Frontier orbital gap   10.3 eV
Lowest unoccupied orbital energy   0.87 eV
HOMO level   -9.40 eV
ΔE to the lowest compared entry with this formula, charge and spin   2.3452 eV
Max |F|   1.11 eV/A
Structure (SMILES)   CC#CCC=O
DFT total energy   -269.26006 Eh

=====

Formula: C5H6O
Source: the Open Molecules 2025 dataset
Level of theory: the ωB97M-V functional and the def2-TZVPD basis

Structure (ORCA input):
```
! RIJCOSX wB97M-V def2-TZVPD def2/J DEFGRID3
* xyz 0 1
C -0.437 0.408 -1.409
C -0.078 -0.848 -0.692
C 0.243 -1.735 0.413
C -0.107 -2.208 -0.855
H -0.354 0.128 -2.516
H 0.359 1.090 -1.118
H -1.464 0.780 -1.154
H -0.437 -3.029 -1.494
C 1.572 1.457 2.545
O 1.883 2.238 3.401
H 1.851 1.448 1.521
H 0.726 0.605 2.614
*
```

Frontier orbital gap   9.6 eV
Lowest unoccupied orbital energy   0.66 eV
HOMO level   -8.89 eV
ΔE to the lowest compared entry with this formula, charge and spin   5.0866 eV
Max |F|   3.44 eV/A
Structure (SMILES)   CC1=C=C1.C=O
DFT total energy   -269.15931 Eh

=====

Formula: C5H6O
Source: the Open Molecules 2025 dataset
Level of theory: the ωB97M-V functional and the def2-TZVPD basis

Structure (ORCA input):
```
! RIJCOSX wB97M-V def2-TZVPD def2/J DEFGRID3
* xyz 0 1
C -2.394 -1.073 1.227
C -1.486 -0.371 0.866
C -0.251 0.385 0.656
C 0.697 -0.220 -0.375
C 1.346 0.572 -1.425
O 2.042 0.208 -0.243
H -3.149 -1.706 1.630
H 0.239 0.331 1.631
H -0.435 1.445 0.442
H 0.575 -1.290 -0.551
H 1.113 1.633 -1.524
H 1.703 0.084 -2.334
*
```

Frontier orbital gap   11.2 eV
Lowest unoccupied orbital energy   1.04 eV
HOMO level   -10.11 eV
ΔE to the lowest compared entry with this formula, charge and spin   2.8799 eV
Max |F|   0.59 eV/A
Structure (SMILES)   C#CC[C@H]1CO1
DFT total energy   -269.24041 Eh

=====

Copy entry 4 word for word.
Formula: C5H6O
Source: the Open Molecules 2025 dataset
Level of theory: the ωB97M-V functional and the def2-TZVPD basis

Structure (ORCA input):
```
! RIJCOSX wB97M-V def2-TZVPD def2/J DEFGRID3
* xyz 0 1
C -2.394 -1.073 1.227
C -1.486 -0.371 0.866
C -0.251 0.385 0.656
C 0.697 -0.220 -0.375
C 1.346 0.572 -1.425
O 2.042 0.208 -0.243
H -3.149 -1.706 1.630
H 0.239 0.331 1.631
H -0.435 1.445 0.442
H 0.575 -1.290 -0.551
H 1.113 1.633 -1.524
H 1.703 0.084 -2.334
*
```

Frontier orbital gap   11.2 eV
Lowest unoccupied orbital energy   1.04 eV
HOMO level   -10.11 eV
ΔE to the lowest compared entry with this formula, charge and spin   2.8799 eV
Max |F|   0.59 eV/A
Structure (SMILES)   C#CC[C@H]1CO1
DFT total energy   -269.24041 Eh

=====

Question: The highest max |F| belongs to which entry?
Answer: number 3